w:
# C5H12O

An isolated molecule of C5H12O (ωB97M-V/def2-TZVPD, the Open Molecules 2025 dataset).

Geometry (Å):
C: -0.5317 0.3892 2.1157
O: 0.0010 1.0319 0.7684
C: 0.1697 0.1694 -0.3877
C: -1.0020 -0.7495 -0.2068
C: 0.0317 0.8344 -1.7941
C: 1.5307 -0.5357 -0.3170
H: 0.3501 0.4044 2.7319
H: -1.0079 -0.5992 2.3978
H: -1.3084 1.0912 2.3839
H: -1.9172 -0.1714 -0.3801
H: -0.9752 -1.6966 -0.7280
H: -0.9637 -0.9316 0.8596
H: -0.8960 1.4034 -1.9301
H: 0.8777 1.4773 -2.0518
H: 0.0074 0.0414 -2.5686
H: 2.3617 0.1548 -0.5108
H: 1.6853 -0.9710 0.6756
H: 1.5869 -1.3424 -1.0578

The calculation puts the lowest unoccupied orbital energy at 0.034 Ha. The charge is 0. Its multiplicity is 1. The SMILES is COC(C)(C)C.



x:
# C5H12O

An isolated molecule of C5H12O (ωB97M-V/def2-TZVPD, the Open Molecules 2025 dataset).

Geometry (Å):
C: -1.4772 1.4283 0.2459
C: -0.5536 0.1857 0.3830
C: -1.0935 -1.1701 -0.6814
C: 0.8849 0.3486 -0.1012
C: 1.9334 -0.2545 0.8281
O: 0.8663 -0.2837 -1.3935
H: -1.4994 2.1556 1.0822
H: -1.2296 2.0066 -0.6511
H: -2.5098 1.0805 0.1407
H: -0.5915 -0.1354 1.4503
H: -1.1911 -1.9717 0.0359
H: -2.0169 -0.7498 -1.0497
H: -0.7048 -1.7080 -1.6033
H: 1.1445 1.3801 -0.3636
H: 2.8574 -0.4222 0.2656
H: 1.5875 -1.2153 1.2280
H: 2.1806 0.3909 1.6802
H: 1.4128 -1.0655 -1.4960

The calculation puts the lowest unoccupied orbital energy at 0.037 Ha. The charge is 0. Its multiplicity is 1. The SMILES is CC(C)[C@@H](C)O.



Stability check: which of them is most stable? w.



w:
# C5H12O

A cluster of 2 separate species, C5H12O in total (ωB97M-V/def2-TZVPD, the Open Molecules 2025 dataset).

Geometry (Å):
C: -0.5467 -0.5890 -1.3269
C: -0.4196 -0.6780 0.0002
C: -1.4700 -0.8252 1.0241
C: 0.9553 -0.6414 0.6377
C: 2.1783 -0.3940 -0.3115
H: -1.4856 -0.5636 -1.7913
H: 0.3524 -0.4159 -2.0163
H: -1.4956 0.1161 1.5094
H: -2.4791 -0.9875 0.5405
H: -1.4723 -1.6503 1.6887
H: 1.1840 -1.5736 1.1844
H: 1.0007 0.3158 1.1588
H: 1.8284 -0.7150 -1.2699
H: 2.6877 0.5673 -0.4064
H: 3.0264 -0.9626 0.0165
O: -0.8377 2.5287 -0.0879
H: -0.5178 1.9292 0.5627
H: -0.2187 2.5618 -0.7955

The calculation puts the lowest unoccupied orbital energy at 0.032 Ha. The charge is 0. Its multiplicity is 1. The SMILES is C=C(C)CC.O.



x:
# C5H12O

An isolated molecule of C5H12O (ωB97M-V/def2-TZVPD, the Open Molecules 2025 dataset).

Geometry (Å):
C: 0.6211 -1.1975 -1.1298
C: 0.5329 -0.1098 -0.0573
C: 1.6825 -0.2096 0.9460
C: -0.8576 -0.0802 0.6068
C: -1.8161 0.8689 -0.1163
O: -1.3778 2.2131 -0.0857
H: -0.2753 -1.2093 -1.7614
H: 0.7187 -2.1901 -0.6721
H: 1.4878 -1.0417 -1.7810
H: 0.6779 0.8561 -0.5705
H: 1.7265 -1.1976 1.4198
H: 1.5739 0.5402 1.7381
H: 2.6427 -0.0341 0.4471
H: -1.2988 -1.0871 0.6147
H: -0.7815 0.2448 1.6522
H: -2.7918 0.8665 0.3785
H: -1.9721 0.5304 -1.1552
H: -0.4931 2.2370 -0.4740

The calculation puts the lowest unoccupied orbital energy at 0.038 Ha. The charge is 0. Its multiplicity is 1. The SMILES is CC(C)CCO.



y:
# C5H12O

A structure of composition C5H12O (ωB97M-V/def2-TZVPD, the Open Molecules 2025 dataset).

Geometry (Å):
C: -1.2490 -1.5776 0.5597
C: -0.9754 0.3709 0.3939
C: 0.1836 0.9773 -0.3929
C: 1.3299 1.5109 0.4827
C: 0.6427 -0.2197 -1.2636
O: 1.1250 -1.2387 -0.4539
H: -0.7792 -2.5954 0.3595
H: -2.1296 -1.6144 -0.0596
H: -1.4685 -1.6137 1.6202
H: -1.9456 0.6384 -0.0358
H: -0.9222 0.5360 1.4626
H: -0.1397 1.7416 -1.1246
H: 1.5584 0.7702 1.2533
H: 2.2474 1.6555 -0.1034
H: 1.1015 2.4653 0.9763
H: 1.3954 0.1533 -1.9576
H: -0.2580 -0.5588 -1.8139
H: 0.2835 -1.4014 0.0969

The calculation puts the lowest unoccupied orbital energy at 0.036 Ha. The charge is 0. Its multiplicity is 1.



z:
# C5H12O

An isolated molecule of C5H12O (ωB97M-V/def2-TZVPD, the Open Molecules 2025 dataset).

Geometry (Å):
C: 2.1830 -0.1861 0.3886
C: 0.9106 0.5391 -0.0091
O: -0.2883 -0.1622 0.3488
C: -1.7395 0.3442 -0.4978
C: -1.5945 -0.4024 -1.8034
C: -0.5625 -0.2084 1.7540
H: 2.2162 -1.1851 -0.0553
H: 2.2945 -0.2791 1.4735
H: 3.0402 0.3861 0.0146
H: 0.8642 1.5388 0.4425
H: 0.8588 0.6424 -1.0950
H: -1.3884 1.3815 -0.6832
H: -2.4454 -0.0504 -2.4066
H: -1.7256 -1.4842 -1.6801
H: -0.6889 -0.2357 -2.4198
H: -0.2343 0.7270 2.2258
H: -0.0525 -1.0674 2.2065
H: -1.6476 -0.2980 1.7959

The calculation puts the lowest unoccupied orbital energy at 0.034 Ha. The charge is 0. Its multiplicity is 1.



Stability check: which of them is most stable? x.



w:
# C5H12O

An isolated molecule of C5H12O (ωB97M-V/def2-TZVPD, the Open Molecules 2025 dataset).

Geometry (Å):
C: -2.6278 0.9177 1.1758
C: -1.5125 -0.1142 1.0867
C: -0.3934 0.3135 0.1678
C: 0.6826 -0.7116 0.0230
C: 2.0024 -0.2035 -0.4722
O: 1.9378 -0.1557 -1.9676
H: -2.1595 1.9703 1.2565
H: -3.2623 0.7599 2.2586
H: -3.3891 0.8422 0.2413
H: -2.0320 -1.0004 0.7449
H: -1.0816 -0.3604 2.0991
H: -0.7067 0.6134 -0.7965
H: 0.0380 1.2392 0.5136
H: 0.2345 -1.4697 -0.6963
H: 0.8115 -1.2790 1.0223
H: 2.2148 0.8475 -0.1293
H: 2.7589 -1.0012 -0.2022
H: 2.1632 -1.1270 -2.4581

The calculation puts the lowest unoccupied orbital energy at 0.034 Ha. The charge is 0. Its multiplicity is 1. The SMILES is CCCCCO.



x:
# C5H12O

A cluster of 2 separate species, C5H12O in total (ωB97M-V/def2-TZVPD, the Open Molecules 2025 dataset).

Geometry (Å):
C: -0.9175 -1.7676 0.5226
C: -0.7062 -0.3527 0.1076
C: -0.1694 -0.0428 -1.0849
C: 0.1741 1.2844 -1.5749
C: 1.6412 1.4354 -2.0509
H: -0.7633 -2.3915 -0.3738
H: -1.9310 -1.9583 0.9139
H: -0.1826 -2.0655 1.2893
H: -0.9239 0.3731 0.9022
H: 0.0143 -0.8909 -1.7576
H: -0.5638 1.6251 -2.3265
H: 0.1114 1.9690 -0.7072
H: 1.8409 0.5325 -2.6520
H: 2.3423 1.4536 -1.1996
H: 1.8262 2.3237 -2.6781
O: -0.3410 -0.7885 4.3540
H: -1.2904 -0.6852 4.5912
H: -0.1612 -0.0538 3.7247

The calculation puts the lowest unoccupied orbital energy at 0.030 Ha. The charge is 0. Its multiplicity is 1. The SMILES is C/C=C/CC.O.



y:
# C5H12O

An isolated molecule of C5H12O (ωB97M-V/def2-TZVPD, the Open Molecules 2025 dataset).

Geometry (Å):
C: -0.3762 1.9958 0.5929
O: -0.4603 0.6493 0.9953
C: -0.0040 -0.3445 0.0754
C: -0.9421 -0.4113 -1.1324
C: 1.4397 -0.0846 -0.3590
C: -0.0873 -1.6472 0.8642
H: -1.2489 2.5135 1.0035
H: -0.3937 2.1229 -0.4973
H: 0.5309 2.4802 0.9812
H: -0.9047 0.5053 -1.7290
H: -0.6701 -1.2450 -1.7869
H: -1.9710 -0.5572 -0.7913
H: 1.5326 0.8628 -0.9010
H: 2.0964 -0.0472 0.5168
H: 1.7913 -0.8835 -1.0216
H: 0.5781 -1.6087 1.7323
H: -1.1101 -1.8033 1.2206
H: 0.1993 -2.4972 0.2361

The calculation puts the lowest unoccupied orbital energy at 0.035 Ha. The charge is 0. Its multiplicity is 1. The SMILES is COC(C)(C)C.



Stability check: which of them is most stable? y.



w:
# C5H12O

An isolated molecule of C5H12O (ωB97M-V/def2-TZVPD, the Open Molecules 2025 dataset).

Geometry (Å):
C: -1.1270 0.9024 -1.0873
C: -0.5847 -0.3302 -0.3444
C: -1.8450 -0.9056 0.7799
C: 0.6325 -0.0307 0.5004
C: 1.9516 0.1491 -0.2376
O: 2.9188 0.4837 0.7438
H: -0.7430 1.8976 -0.8144
H: -1.9150 0.5567 -0.4010
H: -1.4120 0.8369 -2.1474
H: -0.4828 -1.1646 -1.0383
H: -2.0893 -0.2486 1.6507
H: -1.4763 -1.8386 1.2081
H: -2.8524 -1.1518 0.3585
H: 0.4469 0.8916 1.0709
H: 0.7266 -0.8489 1.2134
H: 1.8681 0.9419 -0.9994
H: 2.2230 -0.7837 -0.7569
H: 3.7602 0.6430 0.3009

The calculation puts the lowest unoccupied orbital energy at 0.036 Ha. The charge is 0. Its multiplicity is 1. The SMILES is CC(C)CCO.



x:
# C5H12O

An isolated molecule of C5H12O (ωB97M-V/def2-TZVPD, the Open Molecules 2025 dataset).

Geometry (Å):
C: 1.2366 1.3772 -0.7639
C: 0.8312 0.0617 -0.1956
C: 1.1368 0.0109 1.3603
C: -0.5912 -0.3511 -0.4728
C: -1.0773 -1.7393 -0.0216
O: -1.5725 0.6473 -0.1169
H: 0.6919 1.5546 -1.8464
H: 2.4319 1.4514 -0.8960
H: 0.9379 2.2858 -0.0223
H: 1.4765 -0.7451 -0.6671
H: 0.9791 -1.0090 1.7482
H: 2.2114 0.2867 1.5927
H: 0.5256 0.7015 1.9597
H: -0.7260 -0.3604 -1.5409
H: -1.2505 -1.8128 1.1197
H: -0.3371 -2.5348 -0.3066
H: -2.0498 -1.9129 -0.5368
H: -1.5273 0.7604 0.8933

The calculation puts the lowest unoccupied orbital energy at 0.034 Ha. The charge is 0. Its multiplicity is 1. The SMILES is CC(C)[C@@H](C)O.



y:
# C5H12O

A cluster of 2 separate species, C5H12O in total (ωB97M-V/def2-TZVPD, the Open Molecules 2025 dataset).

Geometry (Å):
C: -1.2602 -1.7051 0.4494
O: -0.0550 -1.3796 -0.0160
C: 0.7183 -0.4386 0.3988
C: -1.2014 1.2335 -1.4963
C: 0.2806 0.3837 1.5467
C: 1.9824 -0.2308 -0.3626
H: -1.6158 0.4168 -0.8922
H: -1.4964 -1.4415 1.4725
H: -1.6311 -2.6151 0.0001
H: -2.0151 1.7566 -2.0044
H: -0.6623 1.9376 -0.8556
H: -0.5156 0.8179 -2.2394
H: -0.7686 0.6905 1.3951
H: 0.2998 -0.1762 2.4953
H: 0.9056 1.2737 1.6543
H: 2.8689 -0.3770 0.2696
H: 2.0367 -0.9380 -1.1945
H: 2.0408 0.7882 -0.7695

The calculation puts the lowest unoccupied orbital energy (spin up / spin down) at 0.035 / 0.035 Ha. The charge is 0. Its multiplicity is 1.



Stability check: which of them is most stable? x.



w:
# C5H12O

An isolated molecule of C5H12O (ωB97M-V/def2-TZVPD, the Open Molecules 2025 dataset).

Geometry (Å):
C: 1.7205 -1.7412 1.4198
C: 1.4831 -0.5264 0.5309
C: 0.0432 -0.0554 0.6666
C: -0.3898 1.0330 -0.3013
O: -1.7943 0.9330 -0.4455
C: -2.2656 1.1550 -1.7460
H: 1.5589 -1.5266 2.4831
H: 2.7370 -2.1233 1.3086
H: 1.0256 -2.5433 1.1553
H: 1.6937 -0.7760 -0.5177
H: 2.1922 0.2678 0.7918
H: -0.6437 -0.8862 0.4640
H: -0.1267 0.2648 1.7018
H: -0.1066 2.0271 0.0723
H: 0.0946 0.8912 -1.2821
H: -3.3031 0.8169 -1.7640
H: -1.6852 0.5816 -2.4827
H: -2.2338 2.2079 -2.0551

The calculation puts the lowest unoccupied orbital energy at 0.042 Ha. The charge is 0. Its multiplicity is 1. The SMILES is CCCCOC.



x:
# C5H12O

A structure of composition C5H12O (ωB97M-V/def2-TZVPD, the Open Molecules 2025 dataset).

Geometry (Å):
C: -1.9246 0.4151 -1.9392
C: -0.8163 -0.0209 0.0863
C: 0.4557 -0.1750 0.9464
C: 1.3537 -1.2987 0.5099
C: 1.3665 1.0736 1.0668
H: -2.9401 0.6999 -1.3460
H: -1.8818 -0.8600 -2.4399
H: -1.8745 1.0956 -2.8965
H: -1.2006 -1.0629 -0.1439
H: -1.4755 0.5089 0.7573
H: 0.0506 -0.3994 1.9646
H: 2.0256 -1.5438 1.5312
H: 0.6823 -2.1555 0.1449
H: 1.9927 -1.0809 -0.4042
H: 2.3843 0.6509 1.4500
H: 1.4974 1.3827 0.0629
H: 0.9276 1.9606 1.7723
O: -0.6232 0.8096 -1.1230

The calculation puts the lowest unoccupied orbital energy at 0.035 Ha. The charge is 0. Its multiplicity is 1.



y:
# C5H12O

A cluster of 2 separate species, C5H12O in total (ωB97M-V/def2-TZVPD, the Open Molecules 2025 dataset).

Geometry (Å):
C: 0.0000 0.0000 0.0000
C: -1.0378 -1.1186 0.2201
C: -0.8681 -2.3645 0.7055
C: -1.9482 -3.3791 0.7381
C: 0.4997 -2.9207 1.0051
H: -0.4239 0.9242 0.4276
H: 0.0682 0.1178 -1.0946
H: 1.0172 -0.1397 0.4029
H: -2.0706 -0.9130 -0.0908
H: -1.7484 -4.2561 0.0996
H: -3.0092 -3.0984 0.6283
H: -1.7655 -3.6600 1.7889
H: 0.8801 -3.5150 0.1574
H: 0.4705 -3.5638 1.9007
H: 1.1984 -2.0880 1.1926
O: -5.2469 -4.4818 0.8761
H: -6.0422 -5.0382 1.0378
H: -4.9026 -4.2741 1.7741

The calculation puts the lowest unoccupied orbital energy at 0.030 Ha. The charge is 0. Its multiplicity is 1. The SMILES is CC=C(C)C.O.



Stability check: which of them is most stable? w.



w:
# C5H12O

A cluster of 2 separate species, C5H12O in total (ωB97M-V/def2-TZVPD, the Open Molecules 2025 dataset).

Geometry (Å):
C: -1.1494 -2.6655 0.4380
C: -0.8646 -1.2057 0.0964
C: 0.6078 1.5363 -0.6325
C: -0.4835 2.5180 -0.3968
O: 1.3670 1.2174 0.3582
C: 2.2988 0.2980 0.4278
H: -0.5717 -3.3397 -0.2036
H: -0.8763 -2.8867 1.4754
H: -2.2089 -2.9115 0.3102
H: -1.4421 -0.5260 0.7343
H: -1.1242 -0.9835 -0.9451
H: 0.7619 1.0122 -1.5737
H: -1.4767 2.0623 -0.5191
H: -0.4307 3.3704 -1.0865
H: -0.4153 2.9011 0.6253
H: 2.8704 0.3076 1.3421
H: 0.1995 -0.9805 0.2496
H: 2.6001 -0.2066 -0.4840

The calculation puts the lowest unoccupied orbital energy (spin up / spin down) at 0.039 / 0.035 Ha. The charge is 0. Its multiplicity is 1.



x:
# C5H12O

An isolated molecule of C5H12O (ωB97M-V/def2-TZVPD, the Open Molecules 2025 dataset).

Geometry (Å):
C: -0.7366 0.6823 1.8810
C: -0.8245 0.8375 0.3602
C: 0.1291 -0.1214 -0.3668
C: -0.0008 0.0272 -1.8835
C: -0.0304 -1.5901 0.0255
O: 1.4453 0.3326 -0.0133
H: 0.3402 0.5802 2.1383
H: -1.1975 -0.2759 2.1978
H: -1.2442 1.4626 2.4511
H: -0.6189 1.8712 0.0949
H: -1.8144 0.5643 0.0112
H: 0.0111 1.0631 -2.1761
H: -0.9674 -0.3992 -2.2629
H: 0.7859 -0.5221 -2.4004
H: -1.0433 -2.0272 -0.1837
H: 0.7493 -2.2121 -0.4454
H: 0.1086 -1.6243 1.1248
H: 2.1070 -0.1547 -0.5414

The calculation puts the lowest unoccupied orbital energy at 0.034 Ha. The charge is 0. Its multiplicity is 1. The SMILES is CCC(C)(C)O.



y:
# C5H12O

An isolated molecule of C5H12O (ωB97M-V/def2-TZVPD, the Open Molecules 2025 dataset).

Geometry (Å):
C: 1.4175 0.4111 0.2714
C: -0.0958 0.6548 0.4368
C: -0.4654 0.9988 1.8759
C: -0.8617 -0.5502 -0.1180
C: -0.5123 -0.7783 -1.5924
O: 0.3496 -1.9084 -1.7124
H: 1.9107 1.2033 -0.2981
H: 1.6075 -0.5438 -0.2387
H: 1.9366 0.3517 1.2323
H: -0.3669 1.5145 -0.1936
H: -0.2063 0.1724 2.5507
H: -1.5371 1.2108 1.9784
H: 0.0934 1.8855 2.1995
H: -0.5864 -1.4627 0.4291
H: -1.9459 -0.4102 -0.0129
H: -0.0216 0.1216 -1.9976
H: -1.4129 -0.9356 -2.1973
H: 0.6969 -1.9352 -2.6132

The calculation puts the lowest unoccupied orbital energy at 0.037 Ha. The charge is 0. Its multiplicity is 1. The SMILES is CC(C)CCO.



Stability check: which of them is most stable? x.